Here is 11 unconnected molecules or ions with the total composition C67H161N11O15 in a non-equilibrium geometry from the OMol25 dataset. Energies are from the ωB97M-V functional and the def2-TZVPD basis.

Values from the calculation:
E_LUMO: 0.62 eV
Structure (SMILES): CC1(C)CCCC(C)(C)N1O.CC1(C)CCCC(C)(C)N1O.CC1(C)CCCC(C)(C)N1O.COC[C@H](C)N.COC[C@H](C)N.COC[C@H](C)N.COC[C@H](C)N.COCCNCCOC.COCCNCCOC.COCCNCCOC.COCCNCCOC
Relative energy (zero: lowest compared OMol25 entry of this formula, charge and spin): 0.0 kJ/mol
Orbital gap: 8.8061 eV

Positions of all 254 atoms, in Å:
C  -0.562  1.300  -4.856
C  -1.403  0.924  -6.138
C  -2.813  0.366  -5.563
C  -1.585  2.156  -7.056
C  -0.309  2.450  -7.797
C  0.048  1.221  -8.627
C  0.272  -0.064  -7.782
C  0.371  -1.263  -8.736
C  1.642  0.118  -7.029
N  -0.886  -0.196  -6.922
O  -0.734  -1.354  -6.126
H  0.460  0.977  -4.946
H  -0.544  2.403  -4.806
H  -0.941  0.824  -3.945
H  -2.579  -0.612  -5.144
H  -3.248  1.045  -4.792
H  -3.506  0.210  -6.417
H  -2.451  1.934  -7.674
H  -1.911  3.031  -6.472
H  -0.554  3.385  -8.295
H  0.556  2.678  -7.134
H  0.978  1.357  -9.213
H  -0.785  1.105  -9.372
H  1.266  -1.088  -9.348
H  -0.582  -1.366  -9.317
H  0.397  -2.152  -8.103
H  2.507  0.225  -7.729
H  1.851  -0.757  -6.396
H  1.748  1.017  -6.450
H  0.037  -1.252  -5.582
C  0.687  -3.659  0.389
C  0.380  -4.367  1.666
C  1.181  -3.675  2.781
C  -1.122  -4.104  2.015
C  -2.051  -4.867  1.081
C  -1.681  -6.349  1.124
C  -0.220  -6.638  0.789
C  0.104  -8.132  1.122
C  0.072  -6.445  -0.698
N  0.643  -5.829  1.755
O  1.998  -6.095  1.490
H  1.656  -3.889  0.013
H  -0.027  -3.800  -0.417
H  0.677  -2.573  0.560
H  2.211  -3.940  2.530
H  1.090  -2.609  2.856
H  0.917  -4.141  3.749
H  -1.309  -4.508  3.008
H  -1.356  -3.051  2.038
H  -3.110  -4.792  1.334
H  -1.920  -4.444  0.024
H  -2.222  -6.895  0.353
H  -1.869  -6.743  2.177
H  0.966  -8.495  0.600
H  -0.690  -8.697  0.656
H  0.054  -8.478  2.184
H  -0.495  -5.685  -1.175
H  -0.144  -7.374  -1.226
H  1.128  -6.092  -0.806
H  2.231  -6.686  2.222
C  6.768  -0.586  5.282
C  5.504  -1.427  5.789
C  5.020  -0.764  7.063
C  4.437  -1.319  4.694
C  4.594  -2.260  3.533
C  4.753  -3.683  4.087
C  5.931  -3.815  5.089
C  5.922  -5.139  5.701
C  7.274  -3.728  4.361
N  5.627  -2.866  6.113
O  6.558  -3.080  7.178
H  6.892  -0.815  4.248
H  6.534  0.440  5.355
H  7.726  -0.807  5.762
H  5.837  -0.279  7.670
H  4.368  0.049  6.822
H  4.502  -1.497  7.714
H  3.433  -1.535  5.184
H  4.552  -0.292  4.434
H  3.652  -2.171  2.968
H  5.420  -1.893  2.887
H  4.914  -4.478  3.280
H  3.850  -3.937  4.661
H  5.980  -5.934  4.909
H  5.153  -5.358  6.415
H  6.849  -5.311  6.260
H  7.296  -3.051  3.491
H  7.469  -4.690  3.877
H  8.188  -3.517  4.937
H  7.468  -3.110  6.823
C  -5.760  4.048  -2.928
O  -4.726  3.102  -2.989
C  -3.399  3.794  -2.869
C  -3.155  4.184  -1.417
C  -1.930  5.058  -1.313
N  -2.952  2.913  -0.632
H  -6.768  3.607  -3.000
H  -5.610  4.861  -3.633
H  -5.782  4.638  -2.002
H  -2.687  3.058  -3.191
H  -3.473  4.697  -3.531
H  -4.008  4.701  -1.042
H  -1.678  5.235  -0.274
H  -2.109  6.063  -1.757
H  -1.107  4.567  -1.815
H  -3.020  3.125  0.372
H  -3.733  2.319  -0.797
C  0.480  -4.131  -5.575
O  1.360  -3.081  -5.083
C  2.720  -3.369  -5.376
C  3.375  -4.267  -4.280
C  3.367  -3.566  -2.946
N  4.790  -4.489  -4.684
H  -0.507  -3.981  -5.115
H  0.825  -5.073  -5.215
H  0.346  -4.101  -6.696
H  2.867  -3.850  -6.369
H  3.229  -2.386  -5.411
H  2.936  -5.287  -4.237
H  3.950  -4.092  -2.184
H  2.333  -3.456  -2.668
H  3.737  -2.580  -3.015
H  5.015  -4.932  -5.567
H  5.364  -3.693  -4.517
C  -5.895  -1.253  -4.529
O  -5.675  -0.749  -3.182
C  -6.930  -0.712  -2.508
C  -6.754  -0.237  -1.073
C  -8.070  -0.229  -0.368
N  -5.936  1.012  -1.017
H  -6.667  -0.633  -5.080
H  -6.404  -2.188  -4.355
H  -4.954  -1.320  -5.050
H  -7.577  -0.033  -3.035
H  -7.426  -1.683  -2.568
H  -6.085  -0.993  -0.545
H  -8.590  -1.178  -0.341
H  -8.758  0.525  -0.865
H  -7.889  0.060  0.651
H  -5.091  0.710  -1.509
H  -6.388  1.547  -1.772
C  -5.292  1.299  9.748
O  -4.208  1.016  8.893
C  -4.604  0.508  7.590
C  -3.316  0.136  6.900
C  -3.671  -0.634  5.605
N  -2.459  -0.660  7.757
H  -5.743  0.341  10.020
H  -5.915  2.088  9.313
H  -4.854  1.744  10.672
H  -5.171  -0.440  7.642
H  -5.258  1.226  7.072
H  -2.774  1.049  6.624
H  -4.360  -1.478  5.727
H  -2.757  -0.975  5.092
H  -4.206  0.061  4.979
H  -2.783  -1.597  7.929
H  -2.366  -0.214  8.633
C  -4.753  2.642  2.886
O  -4.198  3.647  2.029
C  -5.215  4.586  1.559
C  -4.648  5.980  1.522
N  -4.144  6.526  2.801
C  -5.138  6.729  3.863
C  -4.498  6.852  5.177
O  -3.927  5.634  5.547
C  -4.325  5.108  6.793
H  -3.856  2.111  3.268
H  -5.435  2.017  2.278
H  -5.258  3.092  3.745
H  -6.064  4.543  2.265
H  -5.463  4.273  0.529
H  -5.430  6.633  1.145
H  -3.784  5.954  0.812
H  -3.510  5.809  3.117
H  -5.842  5.908  3.884
H  -5.706  7.596  3.595
H  -5.204  7.121  5.919
H  -3.767  7.661  5.084
H  -3.938  4.066  6.831
H  -5.369  5.148  6.991
H  -3.783  5.658  7.607
C  0.912  -0.596  -2.385
O  1.801  0.308  -2.994
C  2.453  1.045  -2.001
C  3.332  2.100  -2.545
N  2.570  3.238  -3.146
C  3.429  4.357  -3.491
C  4.463  4.155  -4.524
O  3.900  3.807  -5.796
C  4.893  3.749  -6.788
H  0.266  -0.926  -3.219
H  0.289  -0.034  -1.658
H  1.351  -1.472  -1.867
H  3.098  0.393  -1.436
H  1.638  1.469  -1.419
H  4.145  1.653  -3.212
H  3.906  2.531  -1.721
H  2.144  2.794  -3.983
H  3.875  4.675  -2.554
H  2.817  5.200  -3.852
H  5.161  3.369  -4.263
H  5.122  5.058  -4.686
H  5.457  4.736  -6.867
H  4.355  3.553  -7.696
H  5.588  2.904  -6.622
C  6.395  -1.991  0.328
O  6.633  -0.874  1.166
C  5.630  0.163  1.105
C  6.126  1.474  1.698
N  5.117  2.491  1.438
C  5.078  3.683  2.229
C  3.903  4.609  1.907
O  4.044  5.114  0.577
C  2.811  5.631  0.061
H  5.556  -2.659  0.712
H  7.367  -2.535  0.452
H  6.274  -1.733  -0.733
H  4.718  -0.112  1.618
H  5.452  0.317  0.031
H  7.060  1.718  1.246
H  6.301  1.284  2.763
H  5.098  2.730  0.429
H  5.979  4.331  2.074
H  4.968  3.462  3.303
H  3.855  5.428  2.645
H  2.948  4.054  1.867
H  2.304  6.211  0.795
H  2.049  4.876  -0.185
H  3.050  6.341  -0.779
C  -2.409  -2.864  -2.443
O  -2.357  -1.878  -1.488
C  -3.581  -1.790  -0.754
C  -3.294  -0.597  0.235
N  -2.273  -0.913  1.220
C  -1.840  0.251  1.978
C  -0.657  0.910  1.309
O  0.462  0.036  1.330
C  1.475  0.420  2.141
H  -2.237  -3.874  -2.050
H  -1.716  -2.642  -3.268
H  -3.387  -2.842  -2.922
H  -3.850  -2.808  -0.390
H  -4.361  -1.479  -1.455
H  -4.185  -0.269  0.785
H  -3.039  0.267  -0.476
H  -1.434  -1.277  0.708
H  -1.506  -0.072  2.946
H  -2.661  1.002  2.184
H  -0.492  1.947  1.738
H  -0.947  1.142  0.254
H  1.277  0.479  3.195
H  1.921  1.361  1.765
H  2.216  -0.358  1.881